Computed, not measured: a single C19H28N8O2 molecule, with ωB97M-V/def2-TZVPD.

The geometry in XYZ format:
```
57
Properties=species:S:1:pos:R:3:forces:R:3
C 1.33728 -4.32889 -0.63398 0.001 -0.002 0.002
C 1.03518 -3.86332 0.76271 0.000 0.000 -0.001
C 0.98716 -4.75074 1.83228 0.004 0.001 -0.001
N 0.73642 -4.39868 3.09062 -0.003 0.001 0.001
C 0.50528 -3.11384 3.33252 0.001 -0.002 0.002
C 0.51870 -2.13423 2.34438 -0.001 0.003 -0.006
C 0.19332 -0.72986 2.75523 -0.003 0.001 -0.002
O -0.25746 -0.49415 3.86845 -0.008 0.001 0.003
N 0.38321 0.25738 1.84246 0.007 -0.003 0.003
C 0.16320 1.65370 2.22108 0.000 -0.007 0.002
C 1.33894 2.18225 3.03602 0.000 -0.001 0.002
C -0.10442 2.53210 1.00369 0.003 -0.001 -0.009
C -1.35322 2.19673 0.18024 -0.329 -0.011 -0.050
N -1.08842 1.31538 -0.96058 0.453 0.013 -0.058
C -1.01778 -0.04753 -0.89352 0.055 0.058 0.478
O -0.06951 -0.64875 -1.38096 -0.190 -0.023 -0.340
C -2.13061 -0.79791 -0.15851 -0.002 -0.030 -0.004
C -2.36814 -2.19101 -0.78024 0.013 0.004 0.028
C -3.54540 -1.96610 -1.75109 -0.020 -0.007 -0.010
C -3.90861 -0.47703 -1.56020 -0.005 0.027 -0.018
N -3.40969 -0.08999 -0.23630 0.045 -0.047 -0.011
C -4.33205 -0.52425 0.81373 0.007 -0.001 -0.003
C -3.85065 -0.15689 2.17663 -0.013 0.019 -0.001
N -3.64954 1.10585 2.60461 0.002 -0.005 0.003
N -3.27052 1.01015 3.85033 0.002 0.001 0.003
N -3.25530 -0.26623 4.13733 0.002 -0.001 -0.006
C -2.85787 -0.77518 5.43477 0.009 0.005 -0.004
N -3.60130 -1.04200 3.12984 -0.004 -0.006 0.002
C 0.79484 -2.52548 1.04113 -0.005 -0.001 0.008
H 2.41467 -4.39932 -0.79670 0.000 0.002 0.000
H 0.91123 -5.31443 -0.82241 -0.001 0.000 0.000
H 0.93700 -3.63021 -1.36857 0.001 0.000 -0.001
H 1.15684 -5.80987 1.66008 -0.001 0.000 0.000
H 0.29500 -2.83151 4.35632 0.001 0.000 0.000
H 0.91268 0.05829 1.00776 -0.004 0.001 -0.006
H -0.72824 1.65457 2.85082 -0.001 -0.001 -0.001
H 1.13876 3.19626 3.38492 -0.001 0.000 0.000
H 1.50956 1.54836 3.90492 0.000 0.002 0.001
H 2.24826 2.20144 2.43014 -0.001 0.001 -0.001
H -0.21171 3.55119 1.38201 0.001 0.001 -0.003
H 0.77943 2.54812 0.35296 0.002 -0.004 0.002
H -2.12799 1.75388 0.80058 0.000 -0.003 0.000
H -1.77606 3.11843 -0.22135 -0.001 0.000 0.000
H -0.30732 1.64541 -1.51658 -0.001 0.003 -0.002
H -1.80334 -0.86907 0.88154 -0.003 -0.001 -0.001
H -1.47020 -2.55503 -1.27318 0.000 0.012 -0.002
H -2.62831 -2.90336 0.00278 0.002 0.002 -0.001
H -3.27105 -2.17284 -2.78477 -0.001 -0.004 0.002
H -4.38537 -2.61568 -1.50442 -0.008 0.007 -0.001
H -3.39085 0.13429 -2.30252 -0.005 0.006 0.000
H -4.97421 -0.26597 -1.64108 -0.006 -0.008 -0.002
H -5.28535 -0.02443 0.63465 -0.001 0.000 0.001
H -4.51774 -1.60687 0.81180 0.004 -0.003 0.000
H -1.90357 -1.28353 5.33426 0.000 -0.004 -0.003
H -2.75487 0.08018 6.09443 0.000 0.003 0.006
H -3.62702 -1.45127 5.79860 -0.001 0.003 0.000
H 0.78889 -1.82231 0.21730 0.004 0.001 -0.002
```
Positions in Å, forces in eV/Å.

Lowest unoccupied orbital energy   0.5 eV
SMILES   Cc1cncc(C(=O)N[C@@H](C)CCNC(=O)[C@@H]2CCCN2Cc2nnn(C)n2)c1
Calculated total energy   -36173.848 eV
ΔE to the lowest compared entry with this formula, charge and spin   11.33 kcal/mol
Charge   0
HOMO-LUMO gap   9.6 eV

Mulliken atomic charge list, values in e, 6 entries: C -1.525; C 0.370; C -0.610; N -0.679; C -0.798; C 0.842

---

Computed, not measured: a single C19H28N8O2 molecule, with ωB97M-V/def2-TZVPD.

The geometry in XYZ format:
```
57
Properties=species:S:1:pos:R:3:forces:R:3
C 0.00746 4.21600 0.56630 0.005 -0.015 0.000
C 0.14140 3.53005 -0.76196 -0.005 0.000 -0.005
C -0.21552 4.17161 -1.94550 -0.003 0.002 -0.001
N -0.17985 3.60800 -3.14859 0.002 -0.005 -0.002
C 0.21113 2.34020 -3.22098 -0.003 0.007 -0.005
C 0.59912 1.59933 -2.11163 -0.001 -0.007 0.011
C 0.97879 0.16384 -2.31210 0.015 0.014 0.009
O 0.50624 -0.49407 -3.23095 -0.006 -0.013 -0.005
N 1.86255 -0.34522 -1.42991 -0.009 -0.004 0.004
C 2.28063 -1.74354 -1.45351 0.007 -0.022 -0.009
C 3.19287 -2.01677 -2.64428 0.001 0.002 -0.002
C 2.98273 -2.07599 -0.14022 0.001 -0.005 -0.002
C 2.09477 -2.16113 1.09164 0.408 0.226 0.093
N 1.39745 -0.89244 1.39985 -0.506 -0.596 -0.082
C 1.07435 -0.70934 2.75647 -0.049 0.958 -0.149
O 1.87900 -0.33236 3.57257 0.151 -0.584 0.124
C -0.39337 -0.90599 3.13541 -0.002 0.012 0.002
C -0.65495 -2.37698 3.55256 -0.003 -0.004 0.001
C -1.67569 -2.89592 2.53120 0.001 0.000 -0.010
C -2.38613 -1.62813 2.08858 -0.001 0.001 0.006
N -1.28622 -0.67533 2.00771 0.016 0.001 -0.013
C -1.65580 0.70652 1.80964 -0.012 -0.010 0.012
C -2.15916 0.96050 0.42582 0.005 0.034 -0.003
N -2.76848 2.10600 0.06900 -0.008 0.002 0.021
N -3.01009 2.00289 -1.21017 0.003 -0.007 -0.002
N -2.55900 0.83217 -1.57960 0.004 0.006 -0.009
C -2.67519 0.33826 -2.93994 0.004 0.005 0.003
N -2.01506 0.13481 -0.59742 -0.011 -0.010 0.002
C 0.56997 2.21590 -0.86760 0.014 -0.011 -0.001
H 0.13319 5.29381 0.46866 -0.007 0.003 0.002
H -0.98607 4.03007 0.98130 -0.003 0.008 -0.001
H 0.74890 3.84924 1.27702 0.000 -0.001 -0.001
H -0.55527 5.20244 -1.91321 0.002 0.000 0.005
H 0.22846 1.88004 -4.20202 -0.008 -0.006 0.002
H 2.19327 0.23006 -0.67360 0.002 0.007 0.002
H 1.37745 -2.35529 -1.55587 -0.001 0.005 -0.006
H 3.43493 -3.07924 -2.69943 -0.001 -0.001 0.002
H 2.70405 -1.72450 -3.57112 0.000 0.004 0.000
H 4.12408 -1.45539 -2.54162 -0.001 0.001 -0.002
H 3.47688 -3.04296 -0.26151 0.000 0.000 -0.004
H 3.77463 -1.34015 0.03512 0.000 0.000 0.004
H 1.36469 -2.96948 0.96625 0.001 0.002 -0.006
H 2.72015 -2.41036 1.95055 -0.002 0.003 0.001
H 0.51127 -0.90067 0.89347 -0.008 0.006 0.016
H -0.59315 -0.23087 3.97595 0.001 -0.005 0.004
H 0.25976 -2.96938 3.57378 0.001 0.001 -0.004
H -1.07017 -2.39665 4.55911 0.003 0.001 0.001
H -1.17184 -3.34378 1.67270 -0.002 -0.003 0.002
H -2.35111 -3.63850 2.95277 0.000 0.003 0.004
H -2.88221 -1.71972 1.12341 0.001 0.000 -0.003
H -3.13371 -1.31551 2.83637 0.001 0.002 -0.001
H -2.41324 1.04931 2.53112 -0.005 0.003 -0.009
H -0.77279 1.33389 1.96914 0.006 -0.008 0.003
H -1.69964 -0.00913 -3.27392 0.003 -0.013 -0.002
H -3.39666 -0.47586 -2.96478 0.001 -0.004 -0.005
H -3.02156 1.16636 -3.55052 0.004 0.007 0.007
H 0.85177 1.66932 0.02851 -0.005 0.006 0.005
```
Positions in Å, forces in eV/Å.

Lowest unoccupied orbital energy   0.6 eV
SMILES   Cc1cncc(C(=O)N[C@@H](C)CCNC(=O)[C@@H]2CCCN2Cc2nnn(C)n2)c1
Calculated total energy   -36173.673 eV
ΔE to the lowest compared entry with this formula, charge and spin   15.37 kcal/mol
Charge   0
HOMO-LUMO gap   9.9 eV

Mulliken atomic charge list, values in e, 6 entries: C -1.660; C 0.399; C -0.433; N -0.663; C -0.497; C 0.804

---

Computed, not measured: a molecular structure, C19H29Al2B2BrCl4F4KN2O14V at a distorted geometry, with ωB97M-V/def2-TZVPD.

The geometry in XYZ format:
```
79
Properties=species:S:1:pos:R:3:forces:R:3
C 4.42463 -0.67802 1.93131 -0.641 -0.690 -1.435
C 4.19583 -1.11844 0.38666 1.599 1.155 0.354
O 3.12689 -2.11776 0.29810 -0.686 0.327 -1.755
B 2.23135 -1.73878 -0.79578 0.765 -0.543 -0.877
O 2.69284 -1.59298 -2.14134 -3.291 -0.014 4.162
C 0.66407 -1.54195 -0.39724 -3.862 0.389 1.037
C -0.33212 -2.75455 -0.28055 -1.144 2.371 0.590
N 0.12200 -4.14965 -0.55154 -1.359 1.540 0.719
C -1.83368 -2.57278 0.15262 1.705 4.478 -1.020
C -2.35238 -1.14478 0.48694 1.677 0.871 -1.104
C -3.84790 -0.82651 0.98719 1.890 0.363 3.304
Cl -5.25954 -0.86507 -0.17180 2.216 0.404 1.716
C -3.95620 -0.48898 2.37227 0.041 -0.704 -2.229
C -2.70402 -0.46025 3.36532 -0.175 0.414 0.401
Cl -5.57422 -0.04957 3.08529 2.130 -0.546 -0.941
C -1.39139 0.12855 0.35492 2.957 -5.313 1.959
C 0.11447 -0.13781 -0.08581 -3.339 -0.542 1.101
C 0.79560 1.32461 -0.05624 1.113 -1.691 -0.459
O 1.99551 1.55836 -0.27574 -4.572 -0.283 1.017
N -0.30972 2.28752 0.31414 -0.504 -0.421 0.753
B 0.08885 3.50314 1.10833 0.326 3.063 1.537
O -0.60309 3.67866 2.37913 0.481 -0.125 -2.752
O 1.02965 4.49013 0.70411 -1.737 -3.180 0.905
C 2.09810 4.69004 1.68540 0.839 1.258 0.933
C -1.66636 1.71767 0.59805 -0.205 0.073 3.926
O -2.78725 2.27770 0.90921 6.237 -2.592 -1.875
H 4.90009 -1.58558 2.44159 -0.595 1.547 -0.316
H 5.09196 0.24727 1.93406 -0.834 -1.420 0.190
H 3.39459 -0.43926 2.38924 1.721 -0.351 -0.611
H 3.94079 -0.20485 -0.25738 0.276 -1.307 0.960
H 5.15360 -1.56950 -0.07338 -1.388 0.743 0.763
H 1.90039 -1.25074 -2.64479 0.998 -0.571 -0.813
H 0.38557 -4.60691 0.34025 -0.069 0.534 -0.583
H -0.75101 -4.64566 -0.82722 1.005 0.253 -0.041
H -2.58991 -3.42019 0.25728 1.375 1.315 -0.553
H -2.19089 0.57238 3.33726 -0.941 -1.487 -0.066
H -1.90532 -1.23656 3.13030 -1.243 1.001 -0.060
H -3.01076 -0.63025 4.46271 0.094 0.299 -1.839
H -0.89821 4.61365 2.40963 0.517 -0.641 0.334
H 2.94942 3.97347 1.43820 -1.033 1.028 0.238
H 2.44350 5.79982 1.60639 -0.332 -2.197 0.037
H 1.78961 4.52972 2.77250 0.012 -0.102 -1.480
O 1.50189 -1.62995 -4.68129 0.535 0.114 1.303
H 1.98024 -1.48278 -5.49771 0.223 0.156 -0.408
O 4.32142 -4.84793 0.38550 0.377 -0.314 -0.048
H 5.00837 -4.77884 1.08449 -0.191 0.033 -0.252
H 4.71273 -5.11037 -0.47858 -0.120 0.135 0.175
H 3.79951 -4.00594 0.30560 -0.376 1.084 -0.068
O 3.94069 6.68817 1.27974 0.996 0.002 -2.171
V 4.56164 6.31201 -0.30617 0.770 -0.153 -0.836
O 5.18452 5.94314 -1.88806 -1.212 0.651 2.910
O 7.09140 6.03325 2.00913 1.609 0.002 2.402
C 7.96711 6.33530 2.91532 0.336 3.617 -6.046
C 7.70989 5.38902 4.24293 -0.348 -3.454 5.983
O 8.57907 5.70174 5.15325 -1.574 -0.168 -2.475
H 7.96754 7.37222 3.28849 -1.016 -0.265 0.697
H 9.02911 6.19288 2.65557 -0.115 -1.235 0.199
H 7.72419 4.35287 3.86577 0.972 0.262 -0.675
H 6.64482 5.52379 4.49289 0.127 1.215 -0.209
K -2.31175 1.09494 -1.39704 -2.982 0.699 -6.992
Al -6.97232 -2.15723 -1.66539 -1.506 -0.604 -2.634
C -2.39590 -4.22855 3.53372 -0.101 -0.279 0.508
Cl -3.90409 -4.74389 2.77230 0.076 0.069 0.021
Cl -1.22691 -3.67964 2.32179 0.364 -0.602 1.648
H -2.60664 -3.40821 4.21827 0.031 -0.036 -0.214
H -1.97066 -5.06753 4.08246 -0.074 0.081 -0.173
F -4.95033 -1.97979 -4.22532 0.294 0.123 -0.574
Al -4.68946 -1.96108 -5.98533 -0.577 -0.153 -1.102
F -4.89051 -3.59937 -6.62786 0.370 1.681 0.856
F -3.04343 -1.38998 -6.31791 -1.554 -0.492 0.634
F -5.85833 -0.87106 -6.74590 1.442 -1.023 0.938
C -10.09221 -1.98114 -6.07265 -0.216 0.039 -0.419
C -9.55875 -2.16347 -4.65731 -0.920 0.062 0.219
O -10.41912 -2.15854 -3.74470 0.833 -0.016 0.277
O -8.30896 -2.29775 -4.57514 0.680 0.011 1.330
H -11.17839 -1.87056 -6.07508 0.108 -0.032 0.129
H -9.65177 -1.08829 -6.52261 0.122 -0.166 -0.030
H -9.83090 -2.84935 -6.68230 0.133 0.141 -0.014
Br 4.57086 -1.15336 -3.54047 0.459 0.110 -1.017
```
Positions in Å, forces in eV/Å.

Lowest unoccupied orbital energy   -5.1 eV
Calculated total energy   -239363.509 eV
Charge   0
HOMO-LUMO gap   1.6 eV

Mulliken atomic charge list, values in e, 6 entries: C -0.986; C -0.229; O -0.621; B 0.499; O 0.010; C 0.190

---

Computed, not measured: a molecular structure, C19H29AlP2Si at a distorted geometry, with ωB97M-V/def2-TZVPD.

The geometry in XYZ format:
```
52
Properties=species:S:1:pos:R:3:forces:R:3
Al 1.12827 -0.88985 -1.07302 0.064 0.726 0.981
C 1.78407 -1.85895 2.26498 -0.081 0.087 -0.132
P 0.93317 -0.46895 1.42138 0.171 -0.593 1.076
C -0.52743 -0.26005 2.53198 0.045 -0.074 -0.512
C 1.93587 0.97055 1.88968 -0.066 0.112 -0.269
C 2.52567 1.14615 3.13048 -0.026 0.048 0.050
C 3.29447 2.27555 3.37038 0.005 -0.045 0.069
C 3.45717 3.22665 2.37708 0.061 0.021 0.058
C 2.85057 3.06335 1.14238 -0.142 0.024 -0.163
C 2.08927 1.93145 0.88988 0.101 -0.555 0.194
P 1.21607 1.55105 -0.65592 -0.390 1.130 -0.744
C 2.10177 2.51655 -1.94722 -0.006 -0.358 -0.001
C -0.20833 2.74665 -0.37032 0.175 -0.258 -0.125
H 1.69957 -1.80395 3.34928 0.001 0.018 0.033
H 2.83227 -1.86455 1.97538 0.035 -0.016 -0.038
H 1.32437 -2.78175 1.91398 0.004 -0.113 0.077
H -0.21863 0.11925 3.50618 0.045 -0.074 -0.029
H -1.02173 -1.22415 2.64248 -0.083 -0.013 0.031
H -1.22953 0.43795 2.07958 -0.079 0.035 0.031
H 2.39087 0.41545 3.91648 0.021 -0.087 0.034
H 3.76797 2.41265 4.33178 0.024 0.002 0.063
H 4.06577 4.09945 2.56978 0.007 0.052 -0.024
H 2.98087 3.81915 0.38168 0.012 0.055 -0.106
H 1.90977 3.58855 -1.87322 -0.015 -0.091 0.075
H 1.74107 2.15845 -2.91322 0.057 0.117 -0.040
H 3.16697 2.30725 -1.88042 -0.008 0.006 -0.012
H 0.13707 3.71195 -0.00242 -0.011 0.079 -0.038
H -0.88843 2.31535 0.36368 -0.071 -0.005 0.059
H -0.75723 2.88255 -1.30182 -0.065 0.042 -0.062
C 2.95687 -0.44505 -0.88882 0.272 -0.410 -0.120
H 3.55307 -0.91705 -0.09582 -0.165 -0.098 -0.077
H 3.61537 -0.37015 -1.76152 -0.215 0.174 -0.062
C -1.02293 -1.57725 -3.63892 0.211 -0.117 0.638
Si -0.98473 -1.99105 -1.74582 -0.659 -0.565 -1.104
C -0.88163 -3.91665 -1.64832 0.131 0.800 0.139
C -2.72373 -1.44005 -1.12952 0.925 -0.068 0.110
C -3.07003 -0.09565 -1.23842 0.113 0.008 -0.065
C -4.32093 0.35915 -0.86812 -0.155 0.163 -0.005
C -5.24883 -0.52695 -0.34602 -0.145 0.008 0.077
C -4.91063 -1.86085 -0.19202 -0.246 0.009 0.039
C -3.66283 -2.30915 -0.58522 0.185 -0.152 -0.048
H -1.55883 -2.31215 -4.23302 -0.152 -0.178 0.023
H -0.00403 -1.52455 -4.01972 0.123 -0.016 -0.132
H -1.48563 -0.61085 -3.81592 -0.072 0.219 0.019
H -1.55123 -4.40815 -2.34902 -0.170 0.066 -0.119
H -1.10293 -4.28495 -0.65172 -0.035 -0.078 0.233
H 0.13327 -4.22655 -1.88662 0.146 -0.064 -0.055
H -2.34153 0.60035 -1.63012 0.062 0.186 -0.096
H -4.58543 1.40045 -0.99352 0.036 0.069 0.020
H -6.23383 -0.17975 -0.05932 0.021 0.006 0.010
H -5.63083 -2.55175 0.22548 -0.013 -0.052 0.006
H -3.41953 -3.35525 -0.47862 0.018 -0.184 0.036
```
Positions in Å, forces in eV/Å.

Lowest unoccupied orbital energy   0.6 eV
Calculated total energy   -53224.746 eV
ΔE to the lowest compared entry with this formula, charge and spin   20.48 kcal/mol
Charge   0
HOMO-LUMO gap   6.4 eV

Mulliken atomic charge list, values in e, 6 entries: Al 0.344; C -1.542; P 1.247; C -1.274; C -0.230; C -0.778